1.
A structure of composition C32H50Br6O20 in a non-equilibrium geometry, computed with wB97M-V/def2-TZVPD.

Computed properties:
**2S+1**: 1
**Energy above the lowest of the compared OMol25 structures with the same formula, charge and spin**: 495.2 kcal/mol
**Largest force on an atom**: 17.5 eV/A
**HOMO-LUMO gap**: 7.026 eV
**E_tot**: -495177.6613 eV
**E_LUMO**: -0.83 eV

Last column: Mulliken charge in e.
Element x y z (Å)
C (-20.38, 31.93, -15.70)  -1.456
C (-20.77, 30.50, -15.83)  2.888
C (-19.76, 29.50, -16.43)  -0.398
O (-19.56, 28.51, -15.46)  -0.756
C (-20.21, 28.79, -14.36)  0.310
O (-20.09, 28.16, -13.28)  -1.015
O (-20.95, 29.91, -14.55)  0.347
H (-20.09, 32.26, -16.69)  -0.287
H (-19.49, 31.95, -15.06)  -1.276
H (-21.22, 32.50, -15.31)  0.885
H (-21.69, 30.41, -16.40)  -0.040
H (-18.81, 29.97, -16.66)  -1.146
H (-20.12, 29.06, -17.37)  0.133
C (-16.51, 31.97, -13.73)  -1.507
C (-17.17, 32.44, -14.96)  1.407
C (-16.27, 33.10, -15.99)  -0.581
O (-16.34, 32.31, -17.12)  -0.426
C (-17.33, 31.45, -16.99)  -0.103
O (-17.73, 30.73, -17.91)  -0.254
O (-17.66, 31.38, -15.67)  0.092
H (-17.13, 31.37, -13.07)  0.693
H (-16.33, 32.69, -12.93)  0.461
H (-15.64, 31.31, -13.85)  0.370
H (-18.01, 33.05, -14.63)  -0.144
H (-15.20, 33.21, -15.82)  0.341
H (-16.58, 34.12, -16.24)  0.296
C (-18.35, 26.22, -11.06)  -1.699
C (-19.78, 25.87, -11.62)  1.776
C (-20.05, 26.45, -13.03)  2.416
O (-20.53, 25.36, -13.77)  -0.256
C (-20.45, 24.20, -13.10)  0.527
O (-20.86, 23.08, -13.51)  -0.662
O (-19.83, 24.48, -11.94)  -0.441
H (-18.24, 25.71, -10.10)  0.420
H (-18.06, 27.25, -10.88)  0.253
H (-17.59, 25.87, -11.76)  0.442
H (-20.56, 26.18, -10.93)  -0.289
H (-19.20, 26.87, -13.55)  -0.227
H (-20.86, 27.18, -13.00)  -2.213
C (-22.48, 35.72, -20.65)  -1.457
C (-22.73, 34.39, -19.84)  0.234
C (-22.72, 33.09, -20.61)  -0.555
O (-21.94, 32.26, -19.77)  -0.246
C (-21.35, 32.96, -18.80)  0.401
O (-20.56, 32.54, -17.97)  -0.255
O (-21.64, 34.22, -18.98)  -0.474
H (-21.66, 35.55, -21.35)  0.359
H (-22.25, 36.55, -19.99)  0.331
H (-23.31, 35.94, -21.33)  0.404
H (-23.63, 34.59, -19.25)  0.343
H (-22.17, 33.18, -21.55)  0.394
H (-23.78, 32.83, -20.70)  0.325
C (-19.40, 32.02, -12.95)  -0.198
C (-19.32, 32.43, -11.45)  -0.712
C (-20.56, 33.01, -10.83)  -0.142
O (-20.46, 32.57, -9.54)  -0.357
C (-19.75, 31.45, -9.54)  0.592
O (-19.66, 30.65, -8.63)  -0.597
O (-19.12, 31.29, -10.72)  -0.375
H (-19.51, 32.94, -13.52)  1.233
H (-20.26, 31.44, -13.29)  -0.144
H (-18.48, 31.52, -13.26)  -0.378
H (-18.46, 33.07, -11.27)  0.848
H (-21.47, 32.65, -11.31)  0.316
H (-20.54, 34.09, -10.91)  0.560
C (-21.14, 30.30, -11.87)  0.104
C (-21.79, 29.47, -10.69)  -0.083
C (-23.30, 29.51, -10.46)  -0.573
O (-23.66, 28.20, -10.30)  -0.428
C (-22.56, 27.35, -10.49)  0.408
O (-22.60, 26.12, -10.39)  -0.540
O (-21.52, 28.08, -10.90)  -0.147
H (-20.05, 30.22, -11.89)  0.094
H (-21.40, 31.35, -11.72)  0.118
H (-21.45, 29.97, -12.86)  -0.093
H (-21.32, 29.84, -9.78)  -0.268
H (-23.83, 29.85, -11.35)  0.178
H (-23.60, 30.09, -9.58)  0.386
C (-16.97, 28.03, -16.11)  0.160
C (-17.26, 27.35, -17.39)  0.153
O (-16.93, 26.17, -17.56)  -0.677
C (-17.99, 28.12, -18.50)  0.951
H (-15.88, 28.01, -16.05)  0.613
H (-17.43, 27.51, -15.27)  -0.293
H (-17.31, 29.06, -16.21)  0.122
H (-18.09, 29.16, -18.16)  -1.214
H (-19.04, 27.81, -18.57)  0.414
H (-17.44, 28.00, -19.43)  0.685
C (-20.32, 29.73, -19.24)  -0.183
C (-19.13, 30.52, -19.92)  1.038
O (-18.24, 29.89, -20.49)  -0.626
C (-19.03, 32.04, -19.69)  -1.250
H (-19.89, 28.79, -18.92)  -0.163
H (-21.16, 29.59, -19.92)  0.596
H (-20.75, 30.19, -18.35)  -0.198
H (-18.92, 32.34, -18.64)  0.164
H (-19.97, 32.29, -20.17)  0.381
H (-18.23, 32.54, -20.24)  0.384
C (-23.44, 29.82, -14.61)  2.315
Br (-22.88, 31.71, -14.01)  0.082
Br (-24.47, 29.91, -16.29)  -0.056
Br (-24.47, 29.00, -13.17)  -0.187
H (-22.59, 29.21, -14.92)  -3.186
C (-21.73, 26.82, -15.20)  1.341
Br (-22.00, 28.09, -16.71)  0.141
Br (-22.19, 24.94, -15.70)  0.004
Br (-22.65, 27.30, -13.50)  0.357
H (-20.64, 26.86, -15.07)  -0.361

***

2.
A cluster of 13 separate species, C31H74Cl6O16 in total in a non-equilibrium geometry, computed with wB97M-V/def2-TZVPD.

Computed properties:
**2S+1**: 1
**Energy above the lowest of the compared OMol25 structures with the same formula, charge and spin**: 3.6 kcal/mol
**Largest force on an atom**: 2.9 eV/A
**HOMO-LUMO gap**: 9.352 eV
**E_tot**: -141234.5312 eV
**E_LUMO**: -0.18 eV

Last column: Mulliken charge in e.
Element x y z (Å)
C (-2.18, -4.18, -0.99)  -0.050
C (-2.81, -3.74, 0.34)  -0.516
C (-1.57, -3.29, 1.10)  0.545
O (-0.45, -4.06, 0.62)  -0.359
C (-0.83, -4.76, -0.57)  0.012
H (-2.01, -3.31, -1.62)  -0.435
H (-2.77, -4.92, -1.52)  0.557
H (-3.25, -4.62, 0.81)  0.371
H (-3.56, -2.96, 0.25)  0.142
H (-1.68, -3.43, 2.17)  0.208
H (-1.30, -2.25, 0.92)  -0.276
H (-0.98, -5.82, -0.37)  0.349
H (-0.09, -4.67, -1.36)  -0.222
C (-0.40, -3.18, -4.20)  0.747
C (1.02, -3.65, -4.14)  0.137
C (1.48, -3.37, -5.57)  -0.487
O (0.34, -3.73, -6.36)  -0.468
C (-0.87, -3.52, -5.60)  -0.493
H (-0.41, -2.10, -4.03)  -0.281
H (-1.08, -3.64, -3.48)  -0.286
H (1.13, -4.69, -3.83)  0.192
H (1.57, -3.03, -3.43)  -0.094
H (2.34, -3.96, -5.89)  0.336
H (1.77, -2.32, -5.68)  0.184
H (-1.46, -4.44, -5.62)  0.341
H (-1.39, -2.66, -6.02)  0.219
C (3.70, -6.04, 0.90)  -0.545
C (3.92, -4.80, 0.08)  -0.372
C (2.77, -4.87, -0.96)  0.560
O (2.09, -6.09, -0.71)  -0.450
C (2.24, -6.37, 0.68)  -0.330
H (3.98, -5.88, 1.94)  0.366
H (4.27, -6.88, 0.49)  0.220
H (4.90, -4.67, -0.38)  0.381
H (3.72, -3.90, 0.66)  -0.023
H (3.25, -4.91, -1.95)  0.302
H (2.10, -4.00, -0.98)  -0.507
H (2.01, -7.42, 0.87)  0.364
H (1.51, -5.82, 1.29)  0.074
C (-5.10, 2.75, 2.13)  -1.031
C (-4.06, 1.74, 2.59)  -0.194
C (-3.98, 0.84, 1.35)  0.518
O (-4.06, 1.78, 0.26)  -0.266
C (-4.62, 3.01, 0.70)  0.631
H (-5.11, 3.64, 2.75)  0.409
H (-6.10, 2.31, 2.10)  0.369
H (-4.29, 1.21, 3.52)  0.489
H (-3.08, 2.21, 2.65)  -0.005
H (-4.88, 0.22, 1.30)  0.201
H (-3.10, 0.21, 1.24)  -0.605
H (-5.51, 3.29, 0.14)  0.528
H (-3.82, 3.75, 0.67)  -1.049
C (1.42, 6.00, 0.33)  -0.631
C (1.09, 4.63, 0.91)  2.311
O (0.19, 4.66, 2.03)  -0.720
O (0.50, 6.55, -0.63)  -0.584
H (2.39, 6.01, -0.19)  0.401
H (1.62, 6.74, 1.12)  0.329
H (2.02, 4.23, 1.32)  -1.241
H (0.77, 3.91, 0.15)  -0.860
H (-0.43, 5.37, 1.86)  0.356
H (-0.44, 6.39, -0.40)  0.382
C (-0.47, 0.87, -1.13)  1.140
C (0.55, -0.27, -1.21)  0.255
O (1.27, -0.35, 0.01)  -0.424
O (-1.54, 0.60, -0.19)  0.363
H (-0.94, 1.16, -2.08)  0.342
H (-0.02, 1.76, -0.69)  -1.174
H (1.17, -0.15, -2.10)  -0.242
H (0.01, -1.21, -1.34)  -0.234
H (0.70, -0.77, 0.68)  -0.030
H (-1.96, 1.47, -0.04)  -0.017
C (4.05, 1.88, 0.97)  -0.454
C (4.40, 2.32, 2.39)  -0.505
O (4.45, 3.74, 2.57)  -0.630
O (2.62, 2.01, 0.80)  0.001
H (4.34, 0.84, 0.82)  0.394
H (4.57, 2.51, 0.24)  0.269
H (5.39, 1.97, 2.69)  0.450
H (3.71, 1.92, 3.13)  0.246
H (3.55, 4.07, 2.49)  0.336
H (2.39, 1.19, 0.32)  -0.016
C (3.66, -1.28, 4.28)  -0.886
C (2.51, -0.98, 3.36)  0.801
O (1.48, -0.42, 4.16)  -0.629
O (4.36, -0.09, 4.68)  -0.535
H (4.41, -1.94, 3.85)  0.339
H (3.23, -1.72, 5.19)  0.380
H (2.18, -1.88, 2.82)  0.177
H (2.74, -0.28, 2.55)  -0.314
H (0.72, -0.20, 3.58)  0.239
H (3.72, 0.44, 5.16)  0.331
C (-1.85, 0.46, 3.24)  0.236
C (-1.79, -0.10, 4.63)  -1.166
O (-1.87, -1.50, 4.61)  -0.584
O (-0.75, 0.04, 2.45)  0.460
H (-2.08, 1.53, 3.14)  -0.355
H (-2.76, 0.05, 2.76)  0.775
H (-2.65, 0.30, 5.18)  0.468
H (-0.92, 0.23, 5.21)  0.266
H (-1.26, -1.88, 3.96)  0.358
H (-0.94, 0.22, 1.51)  -0.373
C (-2.42, 3.88, -0.51)  -0.030
C (-3.01, 5.26, -0.29)  -0.284
O (-2.06, 6.13, 0.34)  -0.446
O (-2.20, 3.16, 0.71)  -0.952
H (-1.46, 4.02, -1.02)  -0.718
H (-3.12, 3.34, -1.15)  0.503
H (-3.84, 5.20, 0.42)  0.466
H (-3.38, 5.69, -1.22)  0.450
H (-2.45, 7.00, 0.49)  0.237
H (-1.86, 3.84, 1.32)  0.272
C (0.33, 3.63, -3.61)  -0.366
Cl (-0.39, 5.23, -3.39)  -0.142
Cl (1.57, 3.22, -2.41)  0.004
H (-0.42, 2.85, -3.66)  0.187
H (0.87, 3.71, -4.55)  0.421
C (3.90, 1.20, -4.16)  -0.015
Cl (5.21, 1.33, -5.32)  -0.169
Cl (3.12, -0.38, -3.91)  -0.030
H (4.34, 1.45, -3.21)  0.159
H (3.17, 1.97, -4.40)  0.000
C (-3.73, -0.21, -2.11)  1.773
Cl (-2.91, -0.84, -3.56)  -0.158
Cl (-4.87, -1.43, -1.47)  -0.199
H (-2.99, 0.01, -1.35)  -1.631
H (-4.28, 0.68, -2.40)  0.457